C5H11N3 | ωB97M-V/def2-TZVPD

As for the multiplicity: 1. The electronic energy comes out at -9831.564 eV. The charge is 0. The SMILES is [H]/N=C(/C)N.[H]/N=C/C=C.

Each line ends with the natural charge from an NBO analysis.
Element x y z (Å)
N 1.22390 -0.10654 1.02529  -0.882
N 3.18352 -1.14926 0.65994  -0.644
H 1.49404 0.87111 0.97684  0.387
C 1.96362 -1.13453 0.35352  0.421
H 1.94322 -2.90133 -0.77407  0.241
H -1.68585 3.15040 -0.83628  0.159
H 0.28987 2.23642 -1.57473  0.348
C -2.37134 -0.00626 0.07728  -0.321
C 1.22266 -2.15955 -0.44129  -0.679
H 3.07668 -0.26298 1.37907  0.327
H 0.44817 -2.63180 0.16295  0.225
H -3.09771 1.87705 0.66710  0.209
H 0.75729 -1.67134 -1.29848  0.226
H 0.21801 -0.06749 0.88562  0.377
C -2.34433 1.32282 0.12195  -0.276
C -1.36278 2.12697 -0.60551  0.100
N -0.23719 1.64690 -0.93350  -0.629
H -1.61949 -0.55783 -0.46675  0.205
H -3.10229 -0.58274 0.62104  0.205

***

C4H3N2 | ωB97M-V/def2-TZVPD

As for the multiplicity: 1. The electronic energy comes out at -7163.370 eV. The charge is +1.

Each line ends with the natural charge from an NBO analysis.
Element x y z (Å)
H 1.50437 1.77388 -0.37405  0.293
H -0.23254 -2.07563 -0.19615  0.241
H 2.27334 0.12894 0.32484  0.262
N -0.90781 1.16089 -0.01825  -0.326
C -1.80024 0.32003 0.09897  0.810
C 1.38600 0.67036 0.01985  -0.107
N -1.84869 -0.96340 0.00549  -0.381
C -0.55949 -1.15860 0.01192  0.210
C 0.18506 0.14353 0.12737  -0.003

***

C4H11NS2 | ωB97M-V/def2-TZVPD

As for the multiplicity: 1. The electronic energy comes out at -27486.950 eV. The charge is 0. The SMILES is CSSC[C@H](C)N.

Each line ends with the natural charge from an NBO analysis.
Element x y z (Å)
C -1.01564 -0.70454 0.06435  -0.547
H 3.60474 0.07513 -1.78301  0.228
H -1.47362 0.46863 2.43820  0.219
C -2.14154 0.86742 1.68695  -0.627
H -1.60205 -1.43278 0.63611  0.216
S 0.65780 -0.90513 0.68988  0.091
H -3.12795 0.42224 1.80945  0.199
S 1.64703 0.48996 -0.49287  0.067
H -1.10638 -1.07171 -0.95688  0.235
H 3.62051 -0.73297 -0.22686  0.216
H -2.83953 1.82381 -0.92840  0.362
C 3.01647 -0.52307 -1.09924  -0.745
N -2.70103 0.83277 -0.77055  -0.830
C -1.65486 0.67355 0.24266  -0.065
H 2.80564 -1.46331 -1.60816  0.224
H -2.18488 1.93819 1.83139  0.210
H -3.57463 0.43032 -0.45287  0.351
H -0.88628 1.41598 0.01353  0.194

***

Frontier orbital gap (computed, eV): 8.993 9.013 9.007
Energy above the lowest of the compared OMol25 structures with the same formula, charge and spin (computed, kcal/mol): 54.02 44.35 7.28